Entry 1:
8
Properties=species:S:1:pos:R:3:mulliken_charge:R:1 method="wB97M-V/def2-TZVPD" largest_force_ev_per_a=4.344 energy_ha=-3088.11644 homo_lumo_gap_ev=8.51 relative_energy_kj_mol=347.6 e_homo_ev=-9.08
C 1.07072 -0.00923 0.11427 -0.068
C 2.24100 0.24887 0.09269 -0.217
C -1.20346 0.30839 0.24808 -0.348
S -1.95281 -1.22358 0.11724 -0.063
Br 4.06895 0.34768 -0.00610 -0.089
H -1.18496 0.72083 1.23936 0.304
H -1.21273 0.97178 -0.59471 0.319
H -1.82670 -1.36475 -1.21084 0.162

Entry 2:
59
Properties=species:S:1:pos:R:3:mulliken_charge:R:1 method="wB97M-V/def2-TZVPD" largest_force_ev_per_a=2.306 energy_ha=-3112.14630 homo_lumo_gap_ev=7.44 relative_energy_kj_mol=66.5 e_homo_ev=-5.64 charge=-1
Ag -0.51745 0.53760 -0.56975 1.896
F -3.13666 3.44414 -2.78402 -0.235
C -2.83718 2.15286 -2.59277 0.702
F -3.48843 1.44820 -3.53054 -0.265
F -1.53527 2.01340 -2.78869 -0.175
S -3.54034 1.63164 -0.90557 0.908
O -2.54186 1.72886 0.12962 -0.626
O -4.66989 2.50174 -0.82828 -0.731
N -3.97952 0.13322 -1.13684 -0.643
S -2.79268 -0.89781 -1.12601 0.847
O -1.86846 -0.72742 -2.22346 -0.707
O -2.26369 -1.27952 0.15248 -0.517
C -3.82812 -2.36003 -1.62199 0.431
F -4.37478 -2.16517 -2.82408 -0.229
F -3.08805 -3.47751 -1.68156 -0.202
F -4.80526 -2.56242 -0.73444 -0.223
B 2.69759 2.59795 -0.12959 0.397
N 2.60873 1.17152 -0.75689 0.812
C 3.65850 0.33822 -0.69617 -0.477
C 3.44285 -0.70969 -1.57093 -0.870
C 2.19011 -0.42869 -2.11903 -0.487
N 1.68798 0.70105 -1.61677 -0.848
N 1.42268 3.43669 -0.36421 -0.726
C 1.41725 4.77574 -0.45854 -0.248
C 0.10883 5.19967 -0.57349 -1.262
C -0.63155 4.01475 -0.54417 -0.422
N 0.16846 2.95606 -0.41573 0.900
H 3.60112 3.18838 -0.67758 -0.231
H 2.91914 2.47126 1.05722 -0.159
H 4.49953 0.55381 -0.05652 0.462
H 4.09941 -1.53840 -1.77964 0.438
H 1.64231 -0.97696 -2.86879 0.596
H 2.33094 5.34623 -0.43296 0.415
H -0.25772 6.20695 -0.67427 0.389
H -1.69841 3.90488 -0.58149 0.427
N -0.88288 -1.56484 4.80064 -0.461
C -0.47574 -0.50329 4.03048 0.094
C -0.36649 -0.59681 2.63484 -0.355
N 0.05372 0.41847 1.90274 0.601
C 0.32480 1.56396 2.53491 -0.419
C 0.16707 1.66388 3.90354 -0.535
N -0.21245 0.63665 4.66246 -0.685
H -0.87646 -2.48676 4.40564 0.215
H -0.73089 -1.47967 5.78910 0.260
H -0.63958 -1.50231 2.10422 0.331
H 0.67995 2.38673 1.93336 0.310
H 0.35029 2.59614 4.42449 0.386
N 2.60151 -7.05240 -0.26561 -0.523
C 2.17213 -5.98636 -0.24980 -0.091
C 1.63707 -4.66036 -0.23157 0.529
C 0.66018 -4.27594 -1.14666 -1.049
C 0.19168 -2.97262 -1.09769 -0.446
N 0.61588 -2.06702 -0.22118 0.673
C 1.54685 -2.44598 0.64991 -0.514
C 2.08648 -3.71938 0.69148 -0.961
H 0.27495 -4.97688 -1.87363 0.508
H -0.54849 -2.64339 -1.81106 0.637
H 1.88938 -1.67942 1.33537 0.656
H 2.84096 -3.98363 1.41944 0.502

Entry 3:
14
Properties=species:S:1:pos:R:3:mulliken_charge:R:1 method="wB97M-V/def2-TZVPD" largest_force_ev_per_a=6.143 energy_ha=-378.07197 homo_lumo_gap_ev="7.35 / 9.54" relative_energy_kj_mol=477.5 e_homo_ev="-13.19 / -13.93" charge=+1
C -0.19570 -0.83577 -0.10854 0.912
C 1.34809 -1.08341 -0.27845 -0.479
C -0.69957 0.49657 -0.47727 -0.734
N 1.92300 0.10311 0.12214 0.142
N -1.80572 0.89706 0.30618 -0.260
O -0.78226 -1.65521 0.54338 -0.526
O 1.18291 0.83154 0.88120 -0.422
H 1.52543 -1.93820 0.40692 0.274
H 1.59603 -1.36095 -1.33376 0.316
H -0.31598 1.22273 -1.29889 0.353
H 2.77869 0.54741 -0.19398 0.281
H -1.69486 1.64610 0.89882 0.303
H -2.22364 0.01719 0.85496 0.445
H -2.63641 1.11183 -0.32270 0.394

Entry 4:
54
Properties=species:S:1:pos:R:3:mulliken_charge:R:1 method="wB97M-V/def2-TZVPD" largest_force_ev_per_a=1.148 energy_ha=-1169.22238 homo_lumo_gap_ev=8.17 smiles="CCN(CC)c1ccc(/C=N/OCC(=O)N2CCCc3ccccc32)cc1" relative_energy_kj_mol=344.4 e_homo_ev=-7.45
C 2.40266 -3.52019 3.85050 -1.099
H 2.80635 -3.07215 2.94690 0.274
H 3.17356 -3.51180 4.61760 0.368
H 2.14840 -4.55188 3.62896 0.337
C 1.18080 -2.74153 4.34496 -1.058
N 0.13249 -2.59576 3.35424 0.338
C 0.04797 -1.43552 2.62032 1.908
C -1.15838 -0.96274 2.07402 -0.662
C -1.20684 0.18976 1.32654 -1.089
C -0.05776 0.94672 1.08802 0.234
C 1.14323 0.49182 1.63267 -1.345
C 1.19736 -0.66506 2.37561 -0.395
H 2.15384 -0.97706 2.76086 0.283
H 2.05186 1.05391 1.46434 0.373
C -0.08689 2.15433 0.29317 -0.007
N -1.17783 2.56958 -0.20478 -0.381
O -1.25640 3.67110 -0.99572 -0.243
C -0.09145 4.40647 -1.32452 -0.758
C 1.04247 3.64093 -2.01356 0.601
O 2.19784 3.97276 -1.80857 -0.666
N 0.73675 2.57170 -2.78506 0.236
C -0.55695 2.18278 -3.18306 0.031
C -1.45472 3.07236 -3.75631 -0.379
C -2.71975 2.63618 -4.10469 -0.734
C -3.08419 1.31634 -3.90085 -0.667
C -2.17063 0.41932 -3.37444 -0.974
C -0.90371 0.84145 -3.01355 1.219
C 0.18333 -0.06950 -2.53454 -0.502
C 1.41551 0.25555 -3.38399 -0.788
C 1.85303 1.70141 -3.15323 -0.776
H 2.33867 2.10556 -4.04853 0.329
H 2.57655 1.76245 -2.33447 0.443
H 2.24359 -0.41047 -3.14013 0.412
H 1.15857 0.10526 -4.43508 0.389
H -0.10509 -1.11457 -2.64941 0.517
H 0.40025 0.11146 -1.47824 -0.204
H -2.44216 -0.61727 -3.23620 0.451
H -4.07578 0.98227 -4.16673 0.410
H -3.42152 3.33075 -4.54105 0.401
H -1.16502 4.09737 -3.92847 0.466
H -0.45755 5.20366 -1.97506 0.379
H 0.34963 4.87157 -0.43130 0.353
H 0.87893 2.64661 0.15238 0.346
H -2.14168 0.53914 0.91794 0.482
H -2.08519 -1.48322 2.25466 0.284
C -0.99154 -3.50022 3.47299 -0.466
C -0.57903 -4.97095 3.46180 -1.402
H -1.47342 -5.58917 3.43954 0.422
H 0.01156 -5.18760 2.57537 0.341
H -0.00668 -5.24034 4.34488 0.325
H -1.56125 -3.29074 4.39203 0.336
H -1.64956 -3.34409 2.61933 0.321
H 1.49768 -1.74717 4.67572 0.572
H 0.75808 -3.25157 5.21617 0.417